C21H37FeN9SbSe2 | ωB97M-V/def2-TZVPD

Each line ends with the Mulliken spin population.
Cartesian coordinates (Å):
Fe (1.22094, 0.18861, -0.36261)  1.2618
C (1.25616, 0.56618, 3.73091)  -0.0007
Se (2.19310, 0.78947, 2.05288)  -0.0194
C (3.46398, -0.67405, 2.21622)  0.0009
C (4.46293, -0.58128, 1.06522)  0.0011
Se (3.73985, 0.12345, -0.63280)  -0.0287
C (4.07616, -1.32622, -1.87593)  0.0032
H (0.73169, -0.38528, 3.77438)  0.0001
H (0.55538, 1.39541, 3.79207)  0.0000
H (1.98416, 0.64660, 4.53401)  -0.0013
H (2.91802, -1.61209, 2.22605)  -0.0022
H (3.98992, -0.55933, 3.16351)  -0.0008
H (4.90930, -1.54829, 0.84044)  -0.0005
H (5.25840, 0.11520, 1.31504)  -0.0005
H (5.08471, -1.69679, -1.71064)  -0.0009
H (4.00516, -0.87977, -2.86538)  0.0003
H (3.33226, -2.10372, -1.76494)  -0.0012
N (2.10999, 2.46945, -2.68214)  0.0057
C (1.64906, 1.24063, -3.11021)  -0.0082
N (1.65918, 0.86389, -4.36783)  -0.0008
N (1.20354, -0.41062, -4.33903)  -0.0014
N (0.93165, -0.77114, -3.13711)  0.0017
N (1.20425, 0.27273, -2.30766)  -0.0589
C (1.75299, 2.97508, -1.45427)  0.0111
N (1.76934, 4.25084, -1.13387)  -0.0023
N (1.36823, 4.26961, 0.15965)  0.0118
N (1.13362, 3.07780, 0.57691)  0.0021
N (1.36056, 2.20925, -0.44380)  -0.0100
H (2.30349, 3.14150, -3.40688)  -0.0004
C (0.57784, -4.59033, -0.06369)  0.0016
C (-0.31583, -3.74055, -0.70287)  0.0049
C (-0.05857, -2.37907, -0.77859)  -0.0178
C (1.09213, -1.79327, -0.23071)  -0.0219
C (1.98800, -2.68046, 0.36399)  -0.0532
C (1.74106, -4.05022, 0.45790)  -0.0032
H (0.37761, -5.65164, 0.01171)  0.0000
H (-1.21587, -4.13787, -1.15839)  -0.0004
H (-0.75354, -1.77857, -1.33787)  -0.0067
H (2.92710, -2.33081, 0.76670)  -0.0008
H (2.47322, -4.68868, 0.93843)  0.0000
C (-2.40097, -0.04988, -2.63772)  -0.0025
C (-2.80322, -0.27544, -1.17851)  -0.0077
C (-4.22625, 0.22960, -0.94080)  -0.0043
Sb (-1.33628, 0.57407, 0.17173)  -0.0296
C (-1.94300, 2.63101, 0.36174)  -0.0073
C (-1.95484, 3.28310, -1.02011)  -0.0002
C (-3.23537, 2.86557, 1.13935)  -0.0051
C (-1.82323, -0.29694, 2.09325)  -0.0052
C (-1.05827, -1.60083, 2.30484)  -0.0030
C (-3.31628, -0.51066, 2.34059)  -0.0042
H (-3.11466, -0.55984, -3.29233)  0.0000
H (-1.40605, -0.41796, -2.88235)  -0.0002
H (-2.43177, 1.01225, -2.89131)  0.0003
H (-2.76163, -1.34276, -0.94728)  0.0007
H (-4.32440, 1.27459, -1.23942)  0.0001
H (-4.56053, 0.13729, 0.08921)  0.0004
H (-4.91457, -0.34699, -1.56695)  -0.0005
H (-1.12000, 3.05261, 0.93390)  0.0005
H (-2.79363, 2.93118, -1.62482)  0.0000
H (-1.03368, 3.09568, -1.57643)  0.0001
H (-2.05407, 4.36670, -0.91368)  -0.0002
H (-4.10851, 2.41830, 0.66624)  0.0005
H (-3.41388, 3.94413, 1.20025)  -0.0003
H (-3.17055, 2.49264, 2.16221)  0.0001
H (-1.44878, 0.45543, 2.79569)  0.0012
H (-1.39341, -2.37371, 1.61008)  -0.0003
H (-1.23523, -1.97124, 3.32050)  -0.0002
H (0.01568, -1.49165, 2.15361)  0.0020
H (-3.71604, -1.27510, 1.66934)  0.0002
H (-3.90907, 0.39371, 2.21685)  0.0008
H (-3.46863, -0.87054, 3.36349)  -0.0005

Properties
Maximum force ... 1.030 eV/Å
Energy relative to the best compared isomer or geometry (same formula, charge and spin) ... 24.18 kJ/mol
Spin multiplicity ... 2
<S²> ... 0.80